Entry 1:
Entry from OMol25: C38H104F6N7O17S2Sr as an isolated structure (ωB97M-V/def2-TZVPD).

The geometry in XYZ format:
```
175
C38H104F6N7O17S2Sr, DFT ωB97M-V/def2-TZVPD
Sr -0.755 -3.154 -1.348
C -2.749 0.349 0.713
F -3.594 -0.586 0.995
F -3.331 1.500 0.652
F -1.807 0.373 1.643
S -2.002 0.002 -1.123
O -2.847 -0.998 -1.740
O -1.950 1.276 -1.840
N -0.517 -0.836 -0.735
S 0.482 0.349 -0.689
O 1.100 0.553 -1.998
O 0.044 1.564 0.021
C 1.859 -0.429 0.341
F 1.445 -0.727 1.548
F 2.339 -1.515 -0.287
F 2.828 0.481 0.496
C 4.652 2.206 -2.075
O 4.774 3.320 -1.260
H 3.840 2.340 -2.790
H 5.604 1.984 -2.558
H 4.368 1.370 -1.437
H 5.108 4.032 -1.810
C 2.002 4.089 0.751
O 3.383 4.104 0.935
H 1.797 4.008 -0.316
H 1.546 3.257 1.288
H 1.610 5.048 1.089
H 3.859 3.556 0.306
C 6.174 0.974 1.432
C 7.098 0.946 2.638
O 8.381 0.640 2.225
H 5.142 1.253 1.646
H 6.095 0.043 0.870
H 6.484 1.678 0.661
H 6.758 0.035 3.130
H 7.052 1.754 3.368
H 8.913 0.404 2.988
C 1.930 1.463 4.153
C 2.282 2.078 5.558
O 3.675 2.237 5.679
H 2.519 0.560 3.991
H 2.215 2.117 3.329
H 0.863 1.252 4.075
H 1.940 1.496 6.414
H 1.922 3.106 5.576
H 3.883 2.859 4.978
C -6.879 -4.443 1.768
C -5.366 -4.161 1.743
O -5.219 -2.790 1.512
H -7.316 -3.920 0.917
H -7.413 -3.924 2.565
H -7.145 -5.500 1.737
H -4.868 -4.718 0.949
H -4.917 -4.426 2.700
H -5.404 -2.617 0.586
C -1.843 3.007 4.137
C -1.930 3.945 2.931
O -2.427 5.208 3.320
H -1.332 2.078 3.881
H -2.798 2.704 4.567
H -1.261 3.509 4.910
H -2.528 3.465 2.156
H -0.975 4.102 2.430
H -3.326 5.033 3.607
C -5.982 1.613 -1.551
C -6.237 0.501 -2.531
O -7.273 -0.417 -2.157
H -5.070 2.160 -1.790
H -5.903 1.222 -0.537
H -6.795 2.337 -1.599
H -5.412 -0.207 -2.621
H -6.483 0.920 -3.506
H -7.751 -0.742 -2.924
C -3.907 -4.687 -4.375
C -2.729 -4.130 -3.572
C -2.198 -2.864 -4.347
O -0.991 -2.377 -3.721
C -0.425 -1.246 -4.359
N -3.071 -3.950 -2.191
H -3.666 -4.945 -5.406
H -4.756 -4.004 -4.351
H -4.194 -5.627 -3.903
H -1.994 -4.933 -3.525
H -2.968 -2.092 -4.370
H -1.925 -3.213 -5.343
H -0.263 -1.596 -5.378
H 0.511 -0.922 -3.903
H -1.176 -0.474 -4.192
H -3.876 -3.364 -2.023
H -3.482 -4.833 -1.926
C -6.080 0.646 2.687
C -5.426 0.004 3.881
C -5.674 0.757 5.184
O -5.316 2.151 5.199
C -5.342 2.807 6.446
N -5.878 -1.383 4.020
H -5.646 1.614 2.436
H -7.113 0.882 2.942
H -6.152 -0.039 1.842
H -4.369 -0.053 3.622
H -5.291 0.152 6.006
H -6.750 0.714 5.350
H -6.309 2.628 6.916
H -5.131 3.865 6.289
H -4.539 2.494 7.113
H -5.772 -1.911 3.166
H -5.247 -1.809 4.683
C -1.367 5.163 -0.241
C -2.825 4.811 -0.726
C -3.664 6.060 -1.123
O -2.930 6.878 -1.998
C -3.677 7.929 -2.559
N -2.628 3.939 -1.872
H -0.842 4.313 0.193
H -1.364 5.955 0.508
H -0.692 5.511 -1.023
H -3.360 4.377 0.118
H -3.823 6.637 -0.212
H -4.630 5.723 -1.498
H -3.796 8.740 -1.841
H -4.634 7.649 -3.000
H -3.025 8.357 -3.321
H -2.193 3.030 -1.815
H -2.140 4.467 -2.581
C 3.831 -1.006 -3.846
C 3.924 0.125 -4.787
C 4.128 -0.391 -6.267
O 5.437 -0.822 -6.529
C 5.578 -1.173 -7.888
N 2.736 0.928 -4.686
H 4.829 -1.435 -3.761
H 3.193 -1.797 -4.239
H 3.456 -0.817 -2.840
H 4.787 0.749 -4.558
H 3.971 0.512 -6.855
H 3.382 -1.146 -6.518
H 5.625 -0.237 -8.443
H 4.809 -1.754 -8.396
H 6.569 -1.602 -8.041
H 2.284 0.518 -3.881
H 2.106 0.885 -5.474
C 9.746 -3.785 -0.519
C 8.855 -3.522 0.725
C 7.680 -2.510 0.430
O 6.771 -2.926 -0.661
C 5.562 -2.193 -0.822
N 8.288 -4.809 1.099
H 10.711 -4.257 -0.332
H 9.992 -2.853 -1.029
H 9.231 -4.443 -1.219
H 9.523 -3.150 1.501
H 8.097 -1.576 0.055
H 7.125 -2.321 1.349
H 5.051 -1.989 0.119
H 4.910 -2.719 -1.519
H 5.847 -1.266 -1.319
H 7.336 -4.614 1.374
H 8.219 -5.344 0.245
C -1.834 -2.993 3.159
C -1.171 -3.037 1.784
C 0.116 -3.837 1.867
O 0.831 -3.769 0.683
C 2.201 -4.194 0.880
N -2.105 -3.652 0.858
H -1.072 -2.514 3.774
H -1.970 -3.957 3.651
H -2.705 -2.339 3.152
H -0.986 -1.997 1.514
H 0.009 -4.896 2.102
H 0.792 -3.330 2.555
H 2.720 -3.576 1.613
H 2.839 -4.206 -0.003
H 2.173 -5.239 1.190
H -2.271 -4.635 1.019
H -2.984 -3.242 1.140
```

Its total charge is +1.

Entry 2:
Entry from OMol25: C38H104InN12O5P4 as an isolated structure (ωB97M-V/def2-TZVPD).

The geometry in XYZ format:
```
164
C38H104InN12O5P4, DFT ωB97M-V/def2-TZVPD
C 4.239 -1.386 4.159
O 5.528 -1.379 3.589
C 5.430 -1.526 2.173
C 5.012 -0.208 1.524
C 5.965 0.336 0.468
C 5.361 1.482 -0.346
C 4.864 2.677 0.476
C 3.475 2.509 1.125
C 2.539 3.716 0.985
C 1.069 3.247 1.002
C 0.594 2.915 2.437
C 0.319 1.424 2.653
C -0.966 0.957 1.980
C -1.063 -0.568 1.811
In 0.431 -1.448 0.381
C 1.124 -3.472 0.978
H 3.730 -2.344 4.022
H 4.357 -1.203 5.224
H 3.583 -0.601 3.776
H 4.651 -2.268 1.979
H 6.384 -1.899 1.805
H 4.937 0.528 2.325
H 4.019 -0.259 1.083
H 6.949 0.613 0.854
H 6.141 -0.478 -0.243
H 4.598 1.103 -1.025
H 6.164 1.866 -0.984
H 5.630 2.898 1.224
H 4.826 3.537 -0.196
H 3.623 2.313 2.187
H 3.011 1.616 0.715
H 2.652 4.318 1.890
H 2.766 4.321 0.108
H 1.016 2.312 0.444
H 0.414 3.966 0.514
H 1.286 3.314 3.182
H -0.370 3.421 2.571
H 0.236 1.219 3.726
H 1.175 0.855 2.292
H -1.828 1.306 2.563
H -1.038 1.420 0.991
H -0.955 -1.043 2.789
H -2.038 -0.806 1.385
H -0.170 -1.399 -1.307
H 1.871 -0.362 0.379
H 0.683 -3.819 1.915
H 0.864 -4.214 0.224
H 2.207 -3.443 1.104
O 2.877 1.075 6.082
P 3.159 1.634 7.433
N 1.701 2.391 7.913
C 1.316 3.723 7.497
C 0.590 1.471 8.095
N 4.443 2.675 6.967
C 4.600 4.051 7.383
C 4.980 2.492 5.616
N 3.849 1.523 9.048
C 4.226 0.156 9.436
C 3.251 2.214 10.177
H 0.625 4.145 8.236
H 0.837 3.752 6.511
H 2.166 4.399 7.486
H 0.762 0.821 8.962
H 0.429 0.834 7.217
H -0.328 2.027 8.283
H 3.975 4.735 6.795
H 5.638 4.364 7.244
H 4.385 4.187 8.444
H 4.354 2.961 4.846
H 5.082 1.441 5.369
H 5.976 2.939 5.572
H 3.355 -0.479 9.637
H 4.852 0.171 10.329
H 4.805 -0.311 8.636
H 2.304 1.777 10.520
H 3.082 3.265 9.962
H 3.967 2.161 11.002
O -0.952 -5.430 -2.044
P -0.728 -6.180 -3.297
N -1.003 -5.071 -4.557
C -2.251 -4.837 -5.223
C -0.126 -3.906 -4.465
N -1.865 -7.447 -3.136
C -2.725 -7.935 -4.189
C -2.523 -7.563 -1.837
N 0.344 -7.195 -4.261
C 1.672 -7.396 -3.672
C 0.415 -7.010 -5.705
H -2.005 -4.454 -6.220
H -2.930 -4.133 -4.722
H -2.793 -5.766 -5.397
H 0.919 -4.196 -4.637
H -0.188 -3.411 -3.490
H -0.394 -3.181 -5.232
H -3.609 -7.300 -4.333
H -3.083 -8.938 -3.939
H -2.195 -8.034 -5.137
H -3.341 -6.842 -1.712
H -1.819 -7.411 -1.028
H -2.933 -8.572 -1.739
H 2.296 -6.495 -3.721
H 2.200 -8.206 -4.180
H 1.573 -7.677 -2.620
H 0.936 -6.092 -6.005
H -0.573 -7.002 -6.155
H 0.955 -7.860 -6.133
O -2.752 5.534 2.512
P -2.422 6.470 3.609
N -3.804 7.477 3.770
C -4.030 8.686 3.009
C -5.016 6.745 4.100
N -1.040 7.255 3.012
C -0.777 8.672 3.116
C -0.459 6.708 1.787
N -1.908 6.582 5.264
C -1.685 5.278 5.909
C -2.536 7.500 6.199
H -4.703 9.341 3.572
H -4.469 8.504 2.018
H -3.112 9.249 2.876
H -4.955 6.327 5.112
H -5.205 5.920 3.403
H -5.874 7.415 4.076
H -1.303 9.252 2.347
H 0.292 8.859 2.985
H -1.033 9.066 4.102
H -0.998 7.027 0.886
H -0.451 5.626 1.811
H 0.578 7.042 1.708
H -2.622 4.749 6.119
H -1.141 5.404 6.846
H -1.078 4.639 5.262
H -3.545 7.202 6.511
H -2.586 8.509 5.800
H -1.904 7.533 7.091
O -2.504 -3.086 -9.099
P -3.374 -3.621 -10.189
N -4.918 -3.232 -9.508
C -5.609 -4.039 -8.525
C -5.143 -1.805 -9.366
N -2.931 -5.258 -10.170
C -3.856 -6.368 -10.097
C -1.666 -5.567 -9.491
N -4.049 -3.668 -11.812
C -3.353 -2.784 -12.760
C -5.481 -3.626 -12.062
H -6.683 -3.836 -8.591
H -5.282 -3.853 -7.494
H -5.498 -5.100 -8.732
H -5.234 -1.326 -10.350
H -4.335 -1.308 -8.818
H -6.075 -1.626 -8.831
H -4.199 -6.553 -9.073
H -3.366 -7.281 -10.445
H -4.720 -6.223 -10.747
H -1.763 -5.577 -8.400
H -0.896 -4.848 -9.747
H -1.298 -6.544 -9.814
H -3.566 -1.725 -12.577
H -3.638 -3.019 -13.786
H -2.272 -2.928 -12.678
H -5.939 -2.647 -11.881
H -6.014 -4.367 -11.474
H -5.627 -3.878 -13.117
```

Its total charge is -1.

no.,DFT total energy (eV)
1,-125130.1785
2,-111536.5355